Entry 1:
Density functional theory data (ωB97M-V/def2-TZVPD) for 9 unconnected molecules or ions with the total composition C18H38IN10O18 at a distorted geometry.

Last column: Mulliken charge in e.
Element x y z (Å)
H 3.6176 -4.9660 -4.7414  0.3045
H 2.1030 -1.0374 4.0110  0.2456
O 4.1082 -5.1886 3.4722  -0.5283
N 2.9272 -5.4617 3.6206  0.9066
H 5.0959 -4.5969 -5.6846  0.2891
H 2.0037 0.2432 2.6955  -0.1081
C -1.2559 -2.1026 -1.7190  -0.2560
H 1.3090 -4.1513 3.8093  0.1092
C 5.9722 0.0127 5.0466  -0.5401
O 2.3549 -6.4321 3.1530  -0.5342
H 2.4562 4.1166 5.3670  0.3831
O 3.1979 4.9034 3.4887  -0.5264
H 1.7125 -5.0990 5.2839  0.3072
O -3.9615 -2.0169 -0.4430  -0.3770
C -8.9054 2.7507 -6.0395  -0.7141
C -4.0914 -0.6406 -0.9095  -0.0077
C 1.8050 -0.8632 2.9072  -0.4468
H 5.6049 -0.9686 5.3453  0.2699
N 3.9106 5.4469 2.6542  0.8707
C 0.7918 -0.4725 -0.2549  -0.0487
O -7.4001 1.2733 -7.0039  -0.5032
H -7.1190 0.0227 -4.5902  0.2291
N -5.1805 -0.4548 -3.9200  0.9078
N 3.6269 -3.1094 -5.7368  0.8288
H -1.4451 1.0440 3.0515  0.3104
O 4.5714 6.4522 2.8305  -0.5101
C 4.3376 -4.1962 -5.0130  -0.6909
C 1.0818 -0.7883 -1.7554  -0.5146
H 5.0162 4.5577 1.1185  0.3008
N -0.7196 -0.6438 1.8427  0.5283
C -1.4693 2.4562 -1.9665  -0.7243
C 0.2772 -1.3007 2.7226  0.4753
I 2.8184 -0.1280 -2.8692  0.1909
N -0.2872 2.6878 -1.0951  1.0055
O 2.0776 2.3127 2.9885  -0.5755
N -1.5169 -1.7576 -0.3214  0.5676
C -0.5333 -0.9792 0.4283  -0.1618
H -9.3660 2.4963 -5.0856  0.2860
O 2.4236 -3.2399 -5.9033  -0.5071
O -0.4968 3.0436 0.0535  -0.5510
N 2.3519 2.3996 4.1789  0.9777
C -6.3696 -0.7467 -4.7625  -0.7277
O 3.1310 1.6811 4.7811  -0.5996
H -6.7474 -1.7259 -4.4695  0.3258
H -6.0448 -0.7424 -5.8023  0.2970
H -2.3728 2.6569 -1.3931  0.2935
H 0.1716 1.3386 2.2362  0.1569
O -9.5030 0.7272 -6.9771  -0.4942
O -0.1217 -2.3058 3.3878  -0.6047
H 1.0203 4.0271 4.3025  0.2929
H -3.3688 0.0916 -0.3926  -0.0283
H -2.6537 -3.3203 0.6079  0.3160
C -2.7841 -2.1979 0.3611  -0.4280
H 3.6246 5.5657 0.5864  0.2952
H -2.0378 -2.7350 -2.2683  0.3785
O 4.3031 -2.1631 -6.1125  -0.4811
N -8.5746 1.4771 -6.7315  0.8339
H 6.2814 0.0184 4.0019  0.2860
O 7.1320 1.3044 6.5795  -0.5232
C 2.1093 -4.5321 4.4424  -0.4293
H 5.2208 0.7775 5.2300  0.1843
C 3.9772 4.8269 1.3051  -0.5971
O -5.2237 0.5395 -3.2096  -0.5578
H -9.5953 3.3016 -6.6776  0.3013
H -7.9874 3.3154 -5.8863  0.3072
H -3.8019 -0.6607 -2.0257  -0.0387
H 0.1429 -1.9326 -3.6115  0.3705
H 1.1142 2.9857 5.7581  0.3576
O 8.1115 -0.4606 5.7762  -0.5442
H 4.7885 -3.7582 -4.1232  0.2641
H -1.4402 1.4155 -2.2900  0.2150
H -5.1548 -0.2292 -0.8667  0.3814
H 1.5191 0.1482 0.3593  0.3193
H -2.9715 -1.6797 1.3618  0.3400
C -0.0047 -1.6630 -2.5039  -0.5749
C -0.8420 0.8276 2.0869  -0.4231
H 2.5188 -1.5145 2.2809  0.3189
H -1.3912 3.1364 -2.8139  0.3332
H 2.7447 -3.7197 4.7905  0.1766
O 0.8103 2.5040 -1.5953  -0.5204
N 7.1723 0.3119 5.8708  0.9014
C 1.6811 3.4697 4.9626  -0.8931
O -4.2420 -1.2342 -4.0003  -0.5360
H -1.4009 1.3143 1.2054  0.1728
H 3.3412 3.9430 1.2934  0.1133

**Frontier orbital gap**: 7.74 eV
**Charge**: +1

Entry 2:
Density functional theory data (ωB97M-V/def2-TZVPD) for a molecular structure, C18H38N2O6 at a distorted geometry.

Last column: natural (NBO) charge in e.
Element x y z (Å)
N 41.4492 -25.1609 -16.2738  -0.2226
H 50.8335 -23.5143 -21.9855  0.2059
H 38.6287 -25.3911 -15.9203  0.1902
C 41.8246 -19.3536 -17.6593  0.8931
H 43.5510 -24.9558 -16.2159  0.2226
C 41.3072 -25.6951 -14.8085  -0.4044
H 48.9065 -23.0391 -19.8804  0.2271
C 50.5577 -24.5279 -21.6946  -0.2884
H 51.0193 -24.6206 -20.7115  0.2084
H 38.2835 -25.1619 -17.6109  0.2381
C 41.0866 -23.6685 -16.4134  -0.2278
H 49.1202 -22.3932 -21.5037  0.2060
H 41.3030 -26.7827 -14.8801  0.2183
H 45.1105 -26.2977 -17.6614  0.2365
C 52.6173 -25.3538 -22.8500  -0.6788
C 48.2019 -25.0983 -22.7473  -0.3000
H 38.9701 -22.9235 -16.1633  0.2445
H 52.9730 -26.1940 -23.4464  0.2152
C 43.2041 -26.9801 -17.0395  -0.4194
H 45.2243 -27.9051 -16.8315  0.2072
C 47.2898 -26.0694 -20.5906  -0.4660
H 47.0669 -27.1304 -20.7039  0.2178
O 41.4520 -20.4779 -17.4886  -0.8487
H 40.1951 -26.9532 -16.9347  0.2278
H 49.0546 -25.3599 -19.4520  0.2232
C 51.0997 -25.6146 -22.6557  -0.7432
C 44.6803 -27.2931 -17.5510  -0.6154
O 44.1538 -24.3776 -20.5515  -0.7802
H 41.4161 -23.1005 -15.5434  0.2378
H 46.3948 -26.3282 -22.6657  0.2185
H 42.7866 -20.2307 -17.9326  0.4832
O 45.1795 -23.1278 -19.1655  -0.8551
C 39.6006 -23.5641 -16.7800  -0.4344
H 47.9333 -24.2987 -23.4376  0.2253
C 39.0452 -24.9995 -16.8484  -0.4154
H 52.9567 -24.4924 -23.4253  0.2073
H 40.3556 -25.3136 -14.4382  0.2206
C 40.2999 -25.8789 -17.0864  -0.2160
H 46.5809 -25.7589 -19.8231  0.2530
H 43.0042 -27.5769 -16.1496  0.1897
O 42.9324 -19.3367 -18.2507  -0.7154
C 42.8679 -25.4122 -16.9323  -0.2014
H 50.6357 -25.6329 -23.6419  0.2059
H 39.6627 -23.1906 -17.8021  0.2523
H 46.2183 -24.7582 -21.9614  0.2473
H 42.8570 -25.1271 -17.9843  0.2777
H 44.6565 -27.9382 -18.4293  0.2257
H 47.5413 -23.0396 -20.9852  0.2671
H 50.9428 -26.6209 -22.2674  0.1860
H 48.5428 -26.0170 -23.2247  0.2240
H 42.4333 -27.3602 -17.7100  0.1976
H 43.3486 -22.3558 -18.6147  0.4888
C 46.9113 -25.5953 -22.0459  -0.4412
O 42.9899 -22.8880 -19.3286  -0.7621
H 41.6402 -23.2638 -17.2606  0.2831
H 40.6364 -25.5546 -18.0711  0.2259
H 53.1463 -25.5686 -21.9215  0.2044
N 49.0549 -24.5194 -21.4720  -0.2304
O 41.2175 -18.3424 -17.2370  -0.8035
C 44.1561 -23.4961 -19.7548  0.9282
C 48.7542 -25.5985 -20.4722  -0.3737
H 49.4224 -26.4032 -20.7791  0.2011
C 48.6218 -23.1703 -20.9243  -0.4193
H 42.0345 -25.2663 -14.1191  0.2305

**Frontier orbital gap (alpha / beta)**: 1.48 / 5.64 eV
**Multiplicity**: 2
**Charge**: -1

Entry 3:
Density functional theory data (ωB97M-V/def2-TZVPD) for a molecular structure, C18H38OP2Ru at a distorted geometry.

Last column: natural (NBO) charge in e.
Element x y z (Å)
P 0.2692 1.1688 -2.3282  1.6822
H -1.9247 -0.1340 -0.4801  0.2024
P -0.2868 -2.1792 -0.9955  1.0868
H 0.0869 -0.0543 -4.2387  0.3004
H -1.0766 -1.6604 2.6195  0.1744
C 1.2682 -2.9904 -1.4960  -0.9360
H -2.6691 2.0073 -1.1452  0.2070
H 1.0281 -4.6203 1.2520  0.2196
H 1.2744 -0.8927 5.0186  0.2136
H -0.5673 2.6056 -4.0077  0.2699
H -0.0068 3.6653 -1.1215  0.2183
H 1.6447 0.1144 -0.3330  0.1966
C 1.1754 1.0844 -0.2265  -0.1547
C -0.9810 2.1918 -3.0771  -1.0047
H -2.6203 -2.7607 -0.7874  0.2734
H 0.6541 3.1614 1.9120  0.2384
H -1.7216 -0.9709 -2.7102  0.2620
C 1.8976 1.9783 0.6388  -0.4801
H -3.3786 1.8299 0.4554  0.2544
C -2.4224 1.9443 -0.0620  -0.4639
H -0.7080 -4.1886 2.2070  0.2465
C -1.4710 0.7812 -0.0028  -0.4101
H 1.9643 2.1089 -3.7206  0.2730
H -1.7157 -4.0106 -1.7084  0.2655
Ru 0.4111 -2.2655 1.0478  0.5980
H -0.9102 -1.3505 4.3630  0.2489
H 1.9131 2.9776 -2.1733  0.2815
H 0.2477 0.8668 2.7401  0.1523
C -0.2441 3.2197 -0.1360  -0.1675
C -0.8939 -0.8664 3.3699  -0.6247
H -1.8484 1.5761 -3.3264  0.2598
H -1.2966 3.0004 -2.4100  0.2731
C 0.2883 -0.3714 -3.2008  -0.7853
O 1.3547 -0.8422 2.3272  -0.7335
H 2.6944 1.3967 -2.3015  0.2686
H 1.5706 -3.5147 -0.5534  0.2362
C -0.1714 1.4630 -0.6391  -0.4493
H -1.4975 -3.8696 0.0936  0.2553
C 0.4349 -0.1490 3.1679  0.0673
C 1.8425 1.9735 -2.6536  -0.9799
C 1.1483 0.0887 4.5242  -0.6193
C -0.6940 -1.4237 -2.6871  -0.6538
H -1.9732 3.7711 1.1538  0.2303
C -1.5924 3.1585 0.3178  -0.1027
C 0.9824 3.2333 0.8553  -0.4306
H -1.2880 0.4626 1.0534  0.2322
C 0.4355 -4.0538 2.0530  -0.6401
C -1.6942 -3.3279 -0.8367  -0.9375
H 1.0476 -3.5954 2.9225  0.2606
H 2.8445 2.1926 0.1108  0.2337
H 1.0157 -3.6305 -2.3513  0.2766
H 1.3308 -0.7265 -3.2023  0.2646
H -0.6886 -2.2265 -3.4385  0.2799
H 2.1536 0.4815 4.3245  0.2296
H 0.5455 0.7416 5.2000  0.2301
H 1.5915 4.1386 0.6533  0.2507
H 2.1030 1.4724 1.6123  0.2708
H -1.7375 -0.1651 3.2695  0.2356
H 1.9807 -2.1909 -1.7716  0.2637
H -1.1196 -1.8243 0.8592  0.0898

**Frontier orbital gap (alpha / beta)**: 5.23 / 7.01 eV
**Energy above the lowest of the compared OMol25 structures with the same formula, charge and spin**: 116.3 kcal per mole
**Multiplicity**: 5
**Charge**: +2